(1)
39
Properties=species:S:1:pos:R:3 method="wB97M-V/def2-TZVPD" e_above_lowest_kcal_mol=12.66 e_tot_ha=-2384.063677 charge=-1 gap_ev=4.84
F -5.587 -0.469 -4.245
C -4.304 -0.333 -4.630
F -4.159 -0.719 -5.912
F -3.907 0.945 -4.483
C -3.434 -1.205 -3.755
C -2.261 -1.727 -4.262
C -1.457 -2.508 -3.475
C -1.806 -2.785 -2.146
C -0.973 -3.603 -1.346
C -1.223 -3.892 -0.081
N -1.459 -4.122 1.064
C -2.998 -2.236 -1.648
C -3.796 -1.457 -2.446
H -2.001 -1.516 -5.287
H -0.550 -2.919 -3.881
H -0.089 -4.019 -1.798
H -3.292 -2.443 -0.636
H -4.719 -1.041 -2.075
F 5.365 5.293 4.251
C 4.698 4.294 3.653
F 4.263 4.667 2.442
F 5.461 3.197 3.572
S 3.263 3.893 4.685
N 2.692 2.673 3.712
C 1.758 2.960 2.763
O 1.275 4.056 2.540
C 1.367 1.751 2.008
C 1.995 0.611 2.451
C 1.752 -0.612 1.880
C 0.865 -0.688 0.825
C 0.239 0.455 0.359
C 0.479 1.680 0.945
S 3.106 1.009 3.819
O 4.456 0.568 3.359
O 2.488 0.404 5.036
H 2.253 -1.488 2.264
H 0.671 -1.641 0.361
H -0.433 0.388 -0.480
H 0.000 2.581 0.597


(2)
44
Properties=species:S:1:pos:R:3 method="wB97M-V/def2-TZVPD" e_above_lowest_kcal_mol=0.00 e_tot_ha=-5283.568056 gap_ev=7.22
Pd 0.383 -0.138 0.803
Se -4.175 -4.561 4.891
N -2.975 -3.318 5.319
C -2.446 -2.897 4.203
C -1.416 -1.864 4.142
C -0.894 -1.203 5.254
C 0.057 -0.224 5.067
C 0.480 0.088 3.778
N -0.013 -0.546 2.723
C -0.946 -1.503 2.888
C -1.448 -2.118 1.669
N -0.925 -1.654 0.519
C -1.330 -2.152 -0.641
C -2.292 -3.157 -0.698
C -2.845 -3.635 0.470
C -2.419 -3.108 1.690
C -2.941 -3.512 2.991
N -3.862 -4.424 3.145
H -1.251 -1.466 6.241
H 0.479 0.313 5.904
H 1.216 0.853 3.562
H -0.883 -1.715 -1.524
H -2.600 -3.537 -1.661
H -3.604 -4.406 0.462
O 0.964 1.083 -3.349
S 0.259 1.187 -2.112
O -1.203 1.153 -2.224
O 0.716 0.127 -1.157
C 0.602 2.806 -1.425
C -0.165 3.797 -2.032
C 0.013 5.132 -1.714
C 0.965 5.493 -0.777
C 1.725 4.514 -0.159
C 1.558 3.170 -0.473
S 2.591 2.041 0.457
O 3.420 2.855 1.300
O 1.580 1.341 1.368
O 3.220 1.135 -0.453
H -0.906 3.508 -2.763
H -0.593 5.884 -2.202
H 1.118 6.533 -0.521
H 2.467 4.774 0.582
I -2.637 1.264 -0.131
I -3.749 1.142 2.318


(3)
41
Properties=species:S:1:pos:R:3 method="wB97M-V/def2-TZVPD" e_above_lowest_kcal_mol=76.00 e_tot_ha=-6116.253126 charge=-1 gap_ev=8.15
Ba -0.986 -0.895 -0.342
O -3.244 3.680 3.432
C -2.885 2.647 2.614
C -2.552 1.396 3.123
C -2.203 0.392 2.234
N -2.189 0.598 0.935
C -2.432 1.795 0.439
C -2.803 2.864 1.240
C -2.094 1.909 -1.056
O -2.271 2.992 -1.601
O -1.598 0.865 -1.544
C -1.638 -0.960 2.670
O -1.610 -1.207 3.874
O -1.175 -1.652 1.734
H -3.245 3.368 4.345
H -2.528 1.202 4.187
H -3.000 3.835 0.816
Se 3.889 -0.385 -1.467
Se 3.260 -2.162 -0.200
C 2.226 -1.225 1.117
C 2.267 -1.630 2.441
C 1.540 -0.897 3.360
C 0.840 0.218 2.922
C 0.857 0.519 1.574
N 1.532 -0.190 0.686
C 2.829 -0.686 -3.040
C 3.050 0.063 -4.190
C 2.291 -0.245 -5.302
C 1.355 -1.268 -5.218
C 1.223 -1.950 -4.018
N 1.956 -1.664 -2.953
H 2.841 -2.500 2.730
H 1.502 -1.192 4.396
H 0.262 0.812 3.609
H 0.312 1.362 1.180
H 3.788 0.853 -4.192
H 2.434 0.305 -6.220
H 0.740 -1.529 -6.064
H 0.516 -2.759 -3.899
N -1.613 -3.791 -2.517
C -1.442 -2.887 -1.831


(4)
41
Properties=species:S:1:pos:R:3 method="wB97M-V/def2-TZVPD" e_above_lowest_kcal_mol=0.00 e_tot_ha=-13576.744246 charge=-1 gap_ev=6.94
Zn -1.652 -0.939 0.270
C 4.441 1.692 -3.276
C 3.623 0.622 -2.603
C 4.231 -0.427 -1.928
C 3.473 -1.400 -1.284
C 2.093 -1.323 -1.325
C 1.461 -0.281 -2.001
C 2.228 0.681 -2.629
S 1.116 -2.558 -0.515
O 2.024 -3.394 0.231
O 0.272 -3.147 -1.517
N 0.182 -1.694 0.450
C 0.311 -1.529 1.820
C 1.438 -1.735 2.627
C 1.322 -1.466 3.973
C 0.122 -0.991 4.503
C -0.927 -0.794 3.632
N -0.835 -1.053 2.329
H 5.486 1.394 -3.363
H 4.404 2.625 -2.710
H 4.063 1.904 -4.277
H 5.313 -0.486 -1.899
H 3.942 -2.217 -0.752
H 0.381 -0.208 -2.014
H 1.737 1.501 -3.140
H 2.352 -2.109 2.194
H 2.176 -1.620 4.621
H 0.010 -0.776 5.556
H -1.884 -0.411 3.967
Br -5.278 4.778 -0.451
C -4.771 2.967 -0.238
C -5.714 1.996 0.043
Br -7.543 2.446 0.230
C -5.305 0.661 0.201
Br -6.535 -0.727 0.581
C -3.974 0.281 0.088
O -3.574 -0.966 0.233
C -2.990 1.293 -0.202
O -1.734 0.929 -0.307
C -3.419 2.606 -0.361
Br -2.070 3.874 -0.755


(5)
40
Properties=species:S:1:pos:R:3 method="wB97M-V/def2-TZVPD" e_tot_ha=-4229.019258 charge=+1 s2=3.804 spin_multiplicity=4 gap_ev="7.57 / 6.37"
Re 0.002 -0.011 0.610
C 0.316 -1.919 1.685
C -1.082 -1.609 1.697
C -1.265 -0.402 2.433
C 0.011 0.039 2.882
C 0.987 -0.876 2.413
H 0.773 -2.802 1.269
H -1.868 -2.190 1.243
H -2.204 0.102 2.598
H 0.208 0.945 3.435
H 2.049 -0.811 2.590
Br -3.242 0.052 -0.737
C -1.863 -0.454 -1.892
C -2.171 -0.778 -3.210
C -1.150 -1.117 -4.071
C 0.162 -1.105 -3.607
C 0.380 -0.757 -2.297
N -0.614 -0.461 -1.429
C 1.777 -0.555 -1.811
O 2.759 -0.832 -2.416
O 1.815 0.104 -0.592
H -3.200 -0.743 -3.536
H -1.367 -1.365 -5.100
H 1.007 -1.323 -4.243
O -0.255 2.587 -4.264
S 0.136 3.468 -3.206
O 0.135 4.879 -3.383
N -0.714 3.042 -1.839
C 0.070 2.458 -1.006
O -0.326 1.899 0.106
C 1.495 2.356 -1.387
C 2.501 1.576 -0.668
C 3.816 1.559 -1.331
C 4.020 2.183 -2.525
C 2.982 2.851 -3.219
C 1.727 2.895 -2.606
H 2.548 1.747 0.406
H 4.626 1.045 -0.834
H 5.008 2.158 -2.965
H 3.154 3.297 -4.188


(6)
42
Properties=species:S:1:pos:R:3 method="wB97M-V/def2-TZVPD" e_above_lowest_kcal_mol=7.15 e_tot_ha=-2668.555461 charge=+1 s2=0.784 spin_multiplicity=2 gap_ev="7.68 / 5.17"
Ir 0.145 -0.082 0.563
O 0.932 1.771 0.968
N 0.048 2.639 1.533
C 0.586 3.812 1.934
C -0.203 4.768 2.507
C -1.567 4.513 2.668
C -2.091 3.315 2.253
C -1.264 2.344 1.673
S -1.859 0.812 1.105
H 1.648 3.896 1.764
H 0.243 5.697 2.828
H -2.209 5.255 3.122
H -3.140 3.084 2.366
I 2.975 -3.105 3.720
C 1.466 -1.806 4.426
I 1.453 0.069 3.426
H 1.634 -1.613 5.478
H 0.506 -2.259 4.229
I 2.361 -1.609 0.015
C 1.582 -1.638 -1.921
C 2.010 -2.578 -2.837
C 1.560 -2.507 -4.155
C 0.744 -1.471 -4.554
C 0.323 -0.497 -3.633
C -0.409 0.641 -4.051
C -0.725 1.653 -3.156
C -0.415 1.520 -1.817
C 0.172 0.336 -1.313
C 0.687 -0.613 -2.268
H 2.696 -3.361 -2.543
H 1.881 -3.255 -4.867
H 0.428 -1.388 -5.586
H -0.678 0.731 -5.096
H -1.239 2.539 -3.503
H -0.697 2.307 -1.133
F -1.371 -4.918 1.579
C -1.619 -3.967 0.688
F -2.947 -3.798 0.599
F -1.170 -4.376 -0.501
C -0.968 -2.632 1.113
O -0.720 -1.865 0.099
O -0.790 -2.366 2.279


(7)
35
Properties=species:S:1:pos:R:3 method="wB97M-V/def2-TZVPD" e_above_lowest_kcal_mol=39.01 e_tot_ha=-1032.374490 gap_ev=8.05
C 2.210 -3.612 -0.616
C 1.190 -3.241 0.410
C 0.633 -4.274 1.146
C -0.414 -3.952 2.067
C -0.909 -2.642 2.098
C -0.347 -1.626 1.356
C 0.702 -1.972 0.461
C 1.095 -0.842 -0.417
N 2.364 -0.737 -0.697
O 2.446 0.495 -1.587
C 1.134 0.860 -1.682
C 0.618 1.970 -2.409
C 1.305 2.298 -3.617
N 2.218 2.518 -4.297
C -0.490 2.728 -2.010
C -1.033 2.798 -0.719
C -2.434 2.755 -0.579
C -3.053 2.849 0.689
C -2.280 3.042 1.831
C -0.865 3.174 1.602
C -0.249 3.035 0.421
F 1.145 3.147 0.340
N 0.349 0.218 -0.862
H 1.915 -3.415 -1.632
H 3.176 -3.103 -0.563
H 2.466 -4.635 -0.668
H 1.100 -5.237 1.252
H -0.752 -4.622 2.868
H -1.724 -2.320 2.726
H -0.767 -0.662 1.394
H -0.913 3.381 -2.762
H -3.019 2.549 -1.453
H -4.144 2.780 0.629
H -2.561 3.209 2.907
H -0.113 3.088 2.372


(8)
37
Properties=species:S:1:pos:R:3 method="wB97M-V/def2-TZVPD" e_above_lowest_kcal_mol=0.40 e_tot_ha=-1213.715186 charge=+1 s2=6.016 spin_multiplicity=5 gap_ev="8.25 / 5.98"
Rh -0.516 0.594 -0.599
O -1.202 -1.425 -1.021
C -0.472 -2.338 -1.423
C 0.925 -2.261 -1.754
C 1.553 -3.473 -2.089
C 2.879 -3.480 -2.412
C 3.631 -2.304 -2.442
C 3.031 -1.106 -2.141
C 1.673 -1.053 -1.790
O 1.148 0.134 -1.552
N 3.527 -4.763 -2.745
O 4.703 -4.726 -3.029
O 2.835 -5.757 -2.709
H -0.935 -3.325 -1.544
H 1.000 -4.403 -2.088
H 4.677 -2.356 -2.710
H 3.584 -0.178 -2.173
C -0.090 -0.284 3.814
C -0.840 0.751 4.349
C -1.435 1.674 3.508
C -1.271 1.556 2.135
N -0.536 0.545 1.635
C 0.034 -0.352 2.442
C -1.857 2.487 1.141
C -2.627 3.584 1.510
C -3.132 4.446 0.545
C -2.870 4.237 -0.801
C -2.095 3.152 -1.191
C -1.613 2.277 -0.227
H 0.388 -1.024 4.440
H -0.964 0.839 5.420
H -2.022 2.480 3.921
H 0.605 -1.139 1.966
H -2.839 3.785 2.551
H -3.728 5.295 0.852
H -3.263 4.916 -1.546
H -1.885 2.994 -2.242


(9)
44
Properties=species:S:1:pos:R:3 method="wB97M-V/def2-TZVPD" e_above_lowest_kcal_mol=21.50 e_tot_ha=-4603.993611 charge=+1 gap_ev=8.17
Sn -0.576 -0.846 -0.811
O 1.424 2.715 -0.923
C 0.245 2.613 -0.723
N -0.418 1.387 -0.579
C -1.741 1.591 -0.371
O -2.495 0.614 -0.217
C -2.028 3.019 -0.384
C -3.214 3.710 -0.250
C -3.160 5.098 -0.332
C -1.953 5.753 -0.525
C -0.753 5.050 -0.650
C -0.803 3.672 -0.590
H -4.140 3.182 -0.093
H -4.072 5.670 -0.243
H -1.943 6.832 -0.586
H 0.180 5.576 -0.791
Cl 0.583 -3.773 -0.093
C 1.706 -3.084 1.086
H 2.661 -2.893 0.596
H 1.838 -3.796 1.896
F -1.887 -1.756 6.979
C -1.258 -1.742 5.816
C -1.159 -0.553 5.086
F -1.688 0.570 5.548
C -0.487 -0.565 3.875
F -0.347 0.549 3.145
C 0.088 -1.715 3.340
Se 1.084 -1.328 1.728
C -0.029 -2.888 4.074
F 0.486 -4.028 3.610
C -0.689 -2.909 5.304
F -0.760 -4.049 5.977
C 0.798 -1.750 -4.545
N 2.138 -1.753 -4.002
C 3.220 -2.204 -4.855
C 2.370 -1.360 -2.770
O 1.504 -1.021 -1.947
H 0.841 -1.588 -5.619
H 0.208 -0.950 -4.081
H 0.305 -2.709 -4.363
H 2.836 -2.896 -5.602
H 3.973 -2.718 -4.261
H 3.686 -1.364 -5.372
H 3.426 -1.362 -2.479


(10)
50
Properties=species:S:1:pos:R:3 method="wB97M-V/def2-TZVPD" e_above_lowest_kcal_mol=0.00 e_tot_ha=-3105.989730 charge=+2 s2=0.761 spin_multiplicity=2 gap_ev="4.59 / 4.98"
Mo -0.411 0.966 0.623
S -1.060 0.439 -5.343
Sb -0.011 1.437 -3.771
S -1.923 2.139 -0.561
S -1.520 0.338 -1.463
O 2.273 1.767 3.567
C 1.967 1.501 2.457
O 0.650 1.499 2.061
C 2.907 1.125 1.362
C 4.263 1.104 1.681
C 5.185 0.802 0.704
C 4.822 0.537 -0.598
C 3.473 0.545 -0.911
C 2.497 0.837 0.055
O 1.190 0.901 -0.302
N 3.106 0.315 -2.298
O 1.949 -0.094 -2.530
O 3.907 0.542 -3.154
N 6.629 0.770 1.056
O 6.906 1.026 2.202
O 7.395 0.530 0.153
H 4.588 1.324 2.690
H 5.575 0.323 -1.345
C -1.990 0.958 3.701
C -1.914 -0.306 2.928
N -1.449 -0.445 1.662
C -1.567 -1.794 1.318
C -2.086 -2.447 2.371
N -2.305 -1.502 3.362
C -2.702 -1.812 4.750
N -1.554 -2.145 5.516
N -0.623 -1.170 5.731
N 0.393 -1.678 6.294
C 0.181 -3.031 6.472
C 0.997 -4.008 7.051
C 0.507 -5.291 7.073
C -0.762 -5.606 6.542
C -1.580 -4.655 5.976
C -1.074 -3.354 5.954
H -1.818 1.825 3.065
H -1.250 0.951 4.503
H -2.980 1.070 4.144
H -1.277 -2.166 0.351
H -2.324 -3.487 2.514
H -3.396 -2.648 4.729
H -3.202 -0.938 5.159
H 1.962 -3.751 7.464
H 1.096 -6.083 7.513
H -1.106 -6.631 6.592
H -2.561 -4.913 5.596


(11)
45
Properties=species:S:1:pos:R:3 method="wB97M-V/def2-TZVPD" e_tot_ha=-1705.785021 charge=+1 gap_ev=6.07
O -3.425 5.093 1.247
N -2.756 5.602 0.524
O -3.271 5.276 -1.012
C -2.885 4.129 -1.501
C -1.666 3.493 -1.265
C -1.432 2.266 -1.859
C -0.154 1.505 -1.590
O -0.167 0.312 -1.638
O 0.914 2.270 -1.294
C -2.386 1.678 -2.705
C -3.551 2.343 -2.931
N -3.777 3.534 -2.324
H -0.918 3.956 -0.642
H 1.057 2.309 -0.330
H -2.208 0.717 -3.156
H -4.340 1.962 -3.558
H -4.654 4.014 -2.478
C -0.962 -4.526 -0.455
C -1.075 -3.211 -0.688
C -1.847 -2.292 0.231
O -1.885 -1.110 -0.075
C -2.493 -2.853 1.392
C -2.382 -4.171 1.631
C -1.595 -5.090 0.718
O -1.549 -6.261 1.040
O -2.933 -4.782 2.657
O -0.527 -2.599 -1.725
H -0.411 -5.188 -1.107
H -3.054 -2.192 2.037
H -2.689 -5.727 2.583
H -0.725 -1.646 -1.635
C 4.621 -0.403 2.758
C 3.792 0.642 2.629
C 3.382 1.181 1.278
O 2.600 2.127 1.283
C 3.914 0.576 0.089
C 4.750 -0.471 0.212
C 5.145 -1.033 1.564
O 5.891 -1.991 1.552
O 5.294 -1.098 -0.804
O 3.260 1.290 3.652
H 4.917 -0.798 3.719
H 3.625 0.981 -0.871
H 5.850 -1.812 -0.429
H 2.707 2.000 3.277